Density functional theory data (ωB97M-V/def2-TZVPD) for a cluster of 13 separate species, C13H52O13 in total at a distorted geometry.

HOMO level = -10.0 eV
Frontier orbital gap = 10.0 eV
Max |F| = 3.291 eV/Å
Energy relative to the best compared isomer or geometry (same formula, charge and spin) = 533.51 kJ/mol

CARTESIAN COORDINATES (ANGSTROEM)
C 2.20 -5.40 2.19
O 1.80 -6.33 3.16
H 1.33 -5.01 1.67
H 2.76 -4.59 2.65
H 2.73 -5.96 1.41
H 2.48 -6.38 3.83
C 6.00 6.35 -1.10
O 7.40 6.56 -1.17
H 5.43 7.25 -0.90
H 5.69 5.88 -2.04
H 5.76 5.67 -0.28
H 7.69 6.41 -2.08
C 1.45 0.30 8.52
O 2.88 0.48 8.62
H 1.13 -0.73 8.68
H 0.90 0.96 9.19
H 1.23 0.46 7.47
H 3.15 0.18 9.49
C 0.84 0.27 0.33
O 1.36 1.57 0.04
H 0.82 -0.01 1.39
H -0.18 0.17 -0.02
H 1.35 -0.45 -0.31
H 1.09 2.07 0.82
C -2.99 4.62 4.64
O -1.97 5.11 3.80
H -3.11 5.18 5.57
H -3.95 4.47 4.16
H -2.71 3.61 4.92
H -1.55 5.93 4.07
C 0.23 3.36 -5.65
O 1.07 3.93 -6.61
H -0.76 3.29 -6.09
H 0.64 2.39 -5.38
H 0.18 3.94 -4.72
H 1.20 4.85 -6.35
C -3.77 -4.14 3.66
O -4.12 -2.83 3.29
H -3.39 -4.71 2.81
H -2.90 -4.19 4.32
H -4.52 -4.81 4.06
H -4.26 -2.38 4.12
C -8.07 -3.12 -0.74
O -6.83 -2.60 -0.99
H -8.10 -3.80 -1.59
H -8.01 -3.72 0.17
H -8.89 -2.42 -0.86
H -6.33 -2.53 -0.17
C 6.27 0.68 -4.20
O 6.35 1.36 -5.41
H 5.92 1.41 -3.47
H 5.54 -0.12 -4.40
H 7.26 0.31 -3.95
H 5.54 1.80 -5.66
C 7.51 -0.75 3.49
O 8.14 -2.07 3.56
H 7.49 -0.36 4.51
H 7.88 0.00 2.80
H 6.45 -0.89 3.25
H 7.80 -2.52 4.33
C -4.65 4.59 -1.50
O -3.71 5.66 -1.33
H -4.73 4.54 -2.59
H -4.21 3.66 -1.15
H -5.68 4.85 -1.24
H -3.28 5.35 -0.53
C -2.04 -7.24 -3.91
O -1.03 -6.23 -3.97
H -2.39 -7.35 -2.88
H -3.00 -6.88 -4.28
H -1.82 -8.26 -4.22
H -1.41 -5.35 -3.99
C -4.81 -0.81 -6.23
O -3.96 -1.38 -5.27
H -4.38 -0.56 -7.20
H -5.76 -1.35 -6.26
H -5.28 0.11 -5.86
H -4.41 -1.36 -4.42

Density functional theory data (ωB97M-V/def2-TZVPD) for a cluster of 2 separate species, C13H5FN5O10S2 in total at a distorted geometry.

HOMO level = -4.0 eV
Frontier orbital gap = 4.4 eV
Max |F| = 6.096 eV/Å
Total charge = -1

CARTESIAN COORDINATES (ANGSTROEM)
F -1.99 0.75 1.56
C -0.80 1.21 1.27
S 0.65 0.76 2.22
O 0.61 1.19 3.66
O 1.13 -0.58 1.74
C 1.69 1.99 1.40
C 1.14 2.69 0.35
C 1.88 3.64 -0.31
C 3.17 3.91 0.10
C 3.72 3.22 1.16
C 2.98 2.25 1.80
S -0.55 2.30 -0.12
O -0.48 1.46 -1.37
O -1.31 3.60 -0.01
H 1.45 4.15 -1.16
H 3.74 4.68 -0.40
H 4.72 3.44 1.48
H 3.40 1.68 2.62
O 0.71 -3.65 -3.55
N 0.39 -3.70 -2.33
C -0.56 -2.87 -1.79
C -0.55 -3.26 -0.46
N 0.34 -4.25 -0.30
O 0.93 -4.55 -1.44
C -1.44 -2.63 0.49
N -1.49 -3.05 1.87
O -0.82 -4.02 2.22
O -2.23 -2.42 2.64
C -2.28 -1.64 0.05
C -2.30 -1.29 -1.31
N -3.05 -0.44 -2.09
O -3.95 0.29 -1.62
O -2.72 -0.49 -3.40
N -1.74 -1.38 -3.47
C -1.47 -1.87 -2.25
H -2.92 -1.12 0.75

Density functional theory data (ωB97M-V/def2-TZVPD) for a structure of composition C13H6AuCl5N2S3Sb at a distorted geometry.

HOMO level (alpha / beta) = -8.5 / -8.4 eV
Multiplicity = 2
Frontier orbital gap (alpha / beta) = 6.7 / 6.2 eV
Max |F| = 1.056 eV/Å
Energy relative to the best compared isomer or geometry (same formula, charge and spin) = 70.68 kJ/mol

CARTESIAN COORDINATES (ANGSTROEM)
Au 0.20 -1.09 -1.85
Cl 3.06 -0.61 -1.81
C 2.21 0.92 -1.85
C 0.83 0.87 -1.94
C 0.15 2.08 -1.91
Cl -1.57 2.10 -1.96
C 0.83 3.29 -1.83
Cl -0.03 4.78 -1.81
C 2.23 3.31 -1.75
Cl 3.08 4.80 -1.65
C 2.93 2.11 -1.75
Cl 4.64 2.09 -1.62
S -2.03 -4.44 -4.50
Sb -2.35 -3.36 -2.40
S -1.88 -1.07 -3.00
S -0.05 -3.43 -1.75
N 1.12 -1.21 2.57
C 1.46 -1.23 1.26
N 0.45 -1.00 0.48
C -0.65 -0.82 1.31
C -1.98 -0.54 1.00
C -2.86 -0.42 2.05
C -2.45 -0.56 3.38
C -1.13 -0.82 3.70
C -0.24 -0.95 2.64
H 1.74 -1.36 3.35
H 2.47 -1.42 0.93
H -2.29 -0.42 -0.04
H -3.91 -0.20 1.84
H -3.17 -0.45 4.18
H -0.81 -0.93 4.73

Density functional theory data (ωB97M-V/def2-TZVPD) for a structure of composition C13H6Br5NO2OsS3 at a distorted geometry.

HOMO level (alpha / beta) = -7.8 / -8.0 eV
Multiplicity = 5
Frontier orbital gap (alpha / beta) = 6.9 / 5.4 eV
Max |F| = 1.416 eV/Å
Energy relative to the best compared isomer or geometry (same formula, charge and spin) = 0.00 kJ/mol

CARTESIAN COORDINATES (ANGSTROEM)
Os -0.42 -0.10 0.12
Br 2.28 -1.69 6.32
C 1.99 -1.53 4.47
C 2.85 -2.18 3.55
Br 4.22 -3.30 4.19
C 2.69 -2.01 2.19
Br 3.83 -2.80 0.93
C 1.64 -1.22 1.70
O 1.42 -0.97 0.44
C 0.71 -0.65 2.62
O -0.31 -0.04 2.10
C 0.94 -0.76 4.00
Br -0.24 0.15 5.14
S -3.01 3.40 1.35
C -1.97 2.34 0.65
S -0.33 2.61 0.28
S -2.56 0.73 0.19
C -1.31 2.00 -4.76
C -0.84 0.76 -4.05
C -0.57 -0.43 -4.71
C -0.24 -1.56 -3.97
C -0.20 -1.47 -2.59
Br 0.02 -3.06 -1.60
N -0.41 -0.32 -1.93
C -0.70 0.77 -2.67
H -1.30 1.86 -5.84
H -0.69 2.86 -4.50
H -2.33 2.23 -4.44
H -0.64 -0.49 -5.78
H -0.04 -2.51 -4.44
H -0.82 1.70 -2.13

Density functional theory data (ωB97M-V/def2-TZVPD) for a cluster of 2 separate species, C13H7Cl4O3 in total at a distorted geometry.

HOMO level = -2.8 eV
Frontier orbital gap = 3.2 eV
Max |F| = 2.522 eV/Å
Energy relative to the best compared isomer or geometry (same formula, charge and spin) = 15.95 kJ/mol
Total charge = -1

CARTESIAN COORDINATES (ANGSTROEM)
Cl 0.13 -3.24 -2.97
C 1.30 -2.03 -2.57
C 2.26 -2.31 -1.66
Cl 2.29 -3.84 -0.88
C 3.26 -1.32 -1.30
O 4.18 -1.60 -0.55
C 3.14 -0.01 -1.89
Cl 4.23 1.22 -1.41
C 2.17 0.27 -2.80
Cl 2.04 1.85 -3.47
C 1.22 -0.74 -3.22
O 0.39 -0.52 -4.09
C -2.66 2.03 3.41
C -2.05 1.22 2.32
C -2.76 0.15 1.79
C -2.23 -0.63 0.77
C -0.99 -0.35 0.26
C -0.22 0.74 0.77
O 0.90 1.00 0.32
C -0.81 1.51 1.83
H -1.99 2.83 3.74
H -3.59 2.50 3.08
H -2.89 1.41 4.28
H -3.74 -0.08 2.18
H -2.80 -1.45 0.37
H -0.56 -0.94 -0.53
H -0.24 2.33 2.23